162
Properties=species:S:1:pos:R:3:lowdin_charge:R:1 method="wB97M-V/def2-TZVPD" lumo_ha=0.0276 smiles=COC[C@H](C)N.COC[C@H](C)N.COC[C@H](C)N.COC[C@H](C)N.COC[C@H](C)N.COC[C@H](C)N.CCOCC.CCOCC.CCOCC.CCOCC
H 4.26 4.98 4.20 0.09
H -7.09 -7.09 -4.30 0.08
H -3.61 7.42 2.00 0.06
H 3.70 -1.53 1.74 0.15
H -5.98 -7.92 -5.44 0.09
H -4.92 2.91 2.31 0.12
H -3.35 -3.02 -4.99 0.07
H -1.98 -0.03 3.25 0.06
C 3.46 -1.89 2.80 -0.26
C 3.88 4.14 4.81 -0.07
C -2.71 -6.12 -1.29 -0.13
H 4.45 -4.92 1.96 0.08
N 0.14 -1.65 0.17 0.05
H -4.69 5.60 0.57 0.12
H 2.25 4.71 2.79 0.12
H -7.27 -6.86 -5.95 0.08
H -1.88 0.30 -3.51 0.06
H 6.91 1.98 -0.14 0.13
C 4.79 2.15 -0.47 -0.42
H 1.02 0.71 6.77 0.10
H -1.28 -4.35 -0.22 0.10
H 1.34 -0.46 8.87 0.07
H 0.54 -0.49 -7.06 0.11
N -2.78 -5.39 -5.92 0.05
O -1.28 4.32 -3.34 -0.16
C -2.34 4.74 -2.50 -0.27
H -0.27 -2.53 0.49 0.04
H 0.58 -4.69 2.22 0.08
H -1.91 3.11 -5.47 0.08
C 5.98 2.02 0.46 -0.21
H -3.41 -5.25 -6.70 0.08
H 0.48 0.75 -1.13 0.10
H -4.10 4.04 -3.58 0.09
H -2.97 -1.13 -3.35 0.07
C -3.73 1.80 0.85 -0.05
C 0.83 3.29 -3.51 -0.05
C 0.57 -1.25 -5.08 -0.07
H 7.90 3.19 2.18 0.08
H 5.96 1.14 1.07 0.10
H -2.65 5.73 -2.79 0.11
H -1.59 -5.63 0.97 0.14
H -0.18 0.98 4.78 0.11
C -3.16 6.48 1.73 -0.07
N 1.88 3.24 5.79 0.05
C -1.27 -0.60 3.80 -0.06
H -1.51 -0.55 0.86 0.12
H 6.04 -2.26 2.22 0.09
H 0.13 -1.65 8.64 0.09
C -0.84 -0.58 -0.01 -0.43
C -0.79 0.11 5.01 -0.30
C -1.55 -0.99 -1.26 -0.21
N 3.93 -4.04 1.85 0.01
O -0.10 -0.74 5.89 -0.16
C 0.37 -0.12 7.06 -0.29
H 3.53 3.08 0.92 0.06
H -4.27 4.23 -1.82 0.06
O 6.03 3.18 1.28 -0.18
O -3.47 4.20 1.45 -0.17
C 0.92 -1.08 8.09 -0.07
N 0.88 -4.43 1.29 0.03
H 3.50 0.97 2.89 0.08
H -2.01 -2.00 -1.13 0.13
C -3.43 -5.17 -4.64 -0.45
H 2.89 0.80 4.59 0.09
C 0.96 -6.83 0.58 -0.06
H -2.64 -5.15 -3.89 0.12
H 0.89 3.17 5.66 0.06
H -2.49 6.25 2.57 0.08
C -0.48 3.29 -2.73 -0.24
H 1.27 4.26 -3.29 0.08
H -1.69 -1.56 3.97 0.08
H -4.90 5.37 2.36 0.12
H -3.67 0.46 -3.33 0.09
H -0.68 1.56 0.03 0.06
H 2.38 -2.16 2.92 0.12
C -0.02 0.69 -0.13 -0.05
H -0.14 2.30 -7.13 0.12
C -4.58 -6.14 -4.27 -0.23
C 1.81 3.98 3.45 -0.24
H -2.41 -6.31 -5.93 0.06
H -2.90 -6.89 -2.07 0.10
C -3.60 3.90 -2.60 -0.06
C 4.31 -3.17 3.03 -0.40
C -4.42 3.08 1.35 -0.23
O 0.42 3.97 3.37 -0.15
H -2.55 6.57 0.84 0.06
H 1.35 0.57 -5.91 0.10
H -3.35 -6.39 -0.45 0.09
H 2.21 2.99 3.25 0.10
H -0.86 -1.06 -2.10 0.11
H -3.30 1.93 -0.13 0.05
H 0.94 -5.23 -0.63 0.13
H -2.86 1.64 1.46 0.05
C 5.02 3.26 -1.53 -0.06
H 6.35 -3.78 3.29 0.08
H 1.48 2.45 -3.24 0.07
H 4.10 3.26 -2.13 0.06
H 0.55 -0.94 -4.05 0.05
C -4.19 5.37 1.52 -0.33
H 0.54 -7.29 1.45 0.06
H 5.94 -2.15 4.03 0.09
H 3.94 -3.66 3.92 0.13
H 0.59 4.54 1.41 0.08
H -0.93 3.94 1.79 0.06
H -4.04 -3.56 -3.46 0.08
H 2.06 0.00 3.20 0.06
H -0.34 -1.83 -5.23 0.08
H 5.84 3.18 -2.23 0.07
H -5.20 3.35 0.65 0.10
H 0.72 3.14 -4.53 0.04
H 2.10 3.45 6.73 0.07
H 0.88 -1.37 0.79 0.04
H 2.01 5.26 5.19 0.15
H -2.23 3.24 -7.18 0.07
H 1.48 -1.82 -5.18 0.08
C 3.03 0.26 3.62 -0.08
N 3.53 2.33 0.25 0.06
C -4.01 -3.77 -4.56 -0.07
H -1.04 2.36 -2.85 0.10
C 0.44 -5.37 0.31 -0.45
C -2.13 2.51 -6.39 -0.07
H 1.95 -4.38 1.37 0.06
O -0.73 0.62 -5.84 -0.19
C -2.78 -0.10 -3.05 -0.08
C 0.10 3.78 1.98 -0.07
C 6.85 3.07 2.42 -0.10
H -4.21 -7.23 -4.34 0.14
H 1.67 -1.78 7.72 0.07
H -0.38 -0.72 3.17 0.06
H 0.71 0.74 0.68 0.05
C -0.99 1.64 -6.86 -0.26
H 4.22 3.19 4.45 0.06
H -3.00 -5.12 -1.60 0.08
O -5.56 -6.01 -5.25 -0.21
H -0.54 0.30 7.52 0.11
O -2.58 -0.08 -1.63 -0.20
O 3.81 -0.95 3.74 -0.20
C -1.05 -5.39 0.02 -0.23
C -6.52 -7.02 -5.19 -0.11
H -2.05 4.87 -1.45 0.11
H -4.99 -5.88 -3.27 0.13
O -1.35 -6.29 -1.00 -0.16
H -0.38 3.49 -1.69 0.10
H 4.73 1.14 -1.01 0.15
H -5.04 -3.76 -4.99 0.09
H 4.32 -3.61 1.01 0.08
C 5.80 -2.83 3.14 -0.06
C 0.51 -0.10 -6.05 -0.27
H 0.67 -7.47 -0.26 0.07
H 0.43 2.81 1.61 0.07
H -1.23 1.11 -7.76 0.10
H 6.57 3.79 3.14 0.07
H -1.72 0.45 5.52 0.13
H -4.42 0.98 0.96 0.08
H 5.13 4.22 -1.07 0.07
H -3.10 2.06 -6.33 0.06
C 2.37 4.24 4.88 -0.44
H 6.81 2.09 2.85 0.08
H 2.05 -6.80 0.74 0.07
H 4.28 4.38 5.80 0.08
H -3.45 2.86 -2.49 0.04
H 2.80 2.33 -0.45 0.06